# 1
176
Properties=species:S:1:pos:R:3:lowdin_charge:R:1 method="wB97M-V/def2-TZVPD" orbital_gap_ev=7.02 total_charge=+1
C 4.7472 -2.7683 1.7515 -0.17
O 5.5892 -1.5463 1.7283 -0.26
C 4.7897 -0.4363 1.1395 -0.21
C 5.7970 0.8168 0.6878 -0.16
C 5.6270 2.1113 1.6938 -0.23
C 4.5468 3.1398 0.9939 -0.21
C 2.9602 2.6596 1.2063 -0.20
C 1.9398 3.6754 0.3958 -0.21
C 0.6872 4.0971 1.3909 -0.21
C -0.3652 2.8007 1.4890 -0.19
C -1.7090 3.2673 2.3322 -0.20
C -2.3193 2.0032 3.1816 -0.17
C -3.3773 1.0560 2.3743 -0.17
N -4.5702 1.7579 1.7707 -0.04
C -5.5802 2.5040 2.3929 0.01
C -5.7424 2.8298 3.9901 -0.09
C -7.0955 2.2324 4.6957 -0.14
C -7.7283 0.8990 3.9880 -0.20
O -7.0326 -0.3629 4.2832 -0.11
C -7.6611 -1.4406 3.4504 -0.27
C -6.7567 -2.7374 2.9045 -0.02
O -8.9404 -1.4299 3.0495 -0.03
C -6.6574 3.0641 1.2934 -0.23
C -8.1677 3.5068 1.7432 -0.07
C -6.4447 2.1696 -0.0847 -0.21
C -6.6456 3.3086 -1.2477 -0.06
C -4.8891 1.6854 0.2945 -0.29
P -5.0927 -0.2397 0.0688 0.81
N -6.0773 -0.6404 -1.1501 -0.29
B -3.7585 2.0418 -0.8366 -0.48
O -2.7448 3.1108 -0.7872 -0.03
N -3.7866 1.1971 -2.1294 -0.20
C -3.8843 2.0716 -3.3601 -0.08
C -2.5466 0.3414 -2.2604 -0.11
H 4.5798 -3.0904 0.6359 0.02
H 5.3566 -3.6150 2.2849 0.09
H 3.6912 -2.5545 2.2309 0.10
H 4.2537 -0.8734 0.1781 0.12
H 3.9447 -0.0774 1.8794 0.12
H 6.9268 0.4950 0.6451 0.11
H 5.4863 1.0843 -0.4179 0.09
H 6.6501 2.6985 1.8265 0.07
H 5.2784 1.7872 2.7644 0.08
H 4.6229 4.2534 1.3817 0.11
H 4.7442 3.1919 -0.1744 0.08
H 2.7112 2.7166 2.3626 0.10
H 2.7978 1.5541 0.8280 0.10
H 1.4720 3.1075 -0.5403 0.11
H 2.5122 4.6024 -0.0539 0.12
H 0.0980 4.9945 0.9227 0.05
H 1.0789 4.4005 2.4726 0.13
H 0.2251 1.9965 2.1438 0.12
H -0.5915 2.3139 0.4500 0.10
H -1.3097 4.0439 3.1468 0.13
H -2.4979 3.8532 1.6977 0.08
H -2.6897 2.4238 4.2078 0.11
H -1.3846 1.3060 3.4404 0.09
H -3.8175 0.2845 3.1719 0.06
H -2.7373 0.4349 1.5879 0.14
H -5.7363 3.9981 4.2157 0.15
H -4.8275 2.3717 4.6047 0.12
H -6.7785 1.9067 5.7985 0.15
H -7.9106 3.0688 4.7723 0.12
H -8.8293 0.7795 4.4344 0.16
H -7.8594 0.9573 2.8273 0.11
H -7.1096 -3.6992 3.4701 0.06
H -5.6411 -2.4344 3.0889 0.06
H -6.9023 -2.9058 1.7350 0.11
H -6.1838 4.1106 0.9682 0.17
H -8.9211 2.5836 1.8169 0.10
H -8.6643 4.2508 0.9773 0.10
H -8.1747 4.0096 2.8134 0.09
H -7.3061 1.3742 0.0298 0.15
H -7.7101 3.8080 -1.0409 0.10
H -5.8607 4.1771 -1.2345 0.12
H -6.7470 2.7585 -2.2765 0.09
H -5.6509 -0.6980 1.3428 0.02
H -3.7719 -0.8184 -0.0375 0.02
H -5.5360 -1.2470 -1.8338 0.00
H -1.9301 2.8981 -1.3335 0.11
H -2.9916 2.8280 -3.4002 0.10
H -4.9407 2.5597 -3.4822 0.09
H -3.7434 1.3466 -4.2934 0.11
H -2.8296 -0.5464 -3.0065 0.08
H -1.7314 0.9762 -2.8482 0.11
H -2.1138 -0.0691 -1.2539 0.09
C -8.8770 -4.9713 5.9535 -1.49
Cl -7.1077 -4.9287 6.0399 0.50
Cl -9.4191 -6.3452 4.9746 0.53
Cl -9.5775 -5.0506 7.5790 0.47
H -9.2207 -4.0507 5.4749 0.01
C -1.6187 7.5075 -0.2070 -1.50
Cl -3.0999 8.4760 -0.1192 0.50
Cl -2.0091 5.7887 -0.3892 0.59
Cl -0.5938 8.0577 -1.5434 0.53
H -1.0661 7.6379 0.7270 0.03
C 5.0174 -6.0806 -0.7088 -1.51
Cl 3.9947 -5.6982 0.6867 0.55
Cl 4.1613 -7.1496 -1.8331 0.53
Cl 5.5300 -4.5965 -1.5297 0.54
H 5.9090 -6.6012 -0.3501 0.02
C 7.6884 2.8640 -2.5127 -1.52
Cl 8.0679 3.9251 -1.1453 0.53
Cl 8.0617 1.1783 -2.1143 0.51
Cl 5.9867 3.0315 -2.9766 0.52
H 8.3079 3.1623 -3.3624 0.02
C 9.8335 -1.4554 -5.1248 -1.54
Cl 9.7025 -2.2168 -6.7193 0.55
Cl 9.3597 0.2499 -5.2089 0.51
Cl 8.8400 -2.3194 -3.9392 0.51
H 10.8768 -1.5074 -4.8030 -0.09
C 6.1466 3.6774 5.2389 -1.51
Cl 4.3861 3.5432 5.0895 0.51
Cl 6.8794 2.0746 5.4219 0.53
Cl 6.8278 4.5163 3.8348 0.55
H 6.3726 4.2636 6.1333 0.02
C 1.0813 -7.3780 -4.4862 -1.52
Cl -0.3999 -6.4095 -4.3985 0.52
Cl 0.6909 -9.0967 -4.6685 0.54
Cl 2.1062 -6.8277 -5.8227 0.51
H 1.6339 -7.2476 -3.5523 -0.01
C -10.9534 -8.6633 9.2996 -1.52
Cl -12.7139 -8.7976 9.1503 0.52
Cl -10.2206 -10.2662 9.4827 0.52
Cl -10.2722 -7.8244 7.8956 0.46
H -10.7274 -8.0772 10.1940 0.02
C -0.9088 -2.0386 4.1650 -1.50
Cl -0.2393 -2.3072 2.5466 0.52
Cl 0.0447 -0.8280 5.0396 0.54
Cl -2.6053 -1.5381 4.0613 0.57
H -0.8608 -2.9800 4.7182 0.02
C 12.6631 -2.7272 -1.7753 -1.51
Cl 11.0680 -3.3109 -1.2709 0.51
Cl 12.6511 -2.2902 -3.4925 0.57
Cl 13.1616 -1.3452 -0.7851 0.53
H 13.3866 -3.5336 -1.6303 0.02
C 0.7914 -2.7258 -5.1191 -1.58
Cl 2.0646 -3.3923 -6.1557 0.52
Cl 1.2987 -2.7431 -3.4215 0.51
Cl 0.3735 -1.0806 -5.6268 0.50
H -0.0978 -3.3534 -5.2192 -0.09
C -0.3399 12.2915 -1.1582 -1.52
Cl -0.2569 12.1518 -2.9226 0.52
Cl -1.6133 11.2435 -0.5104 0.48
Cl 1.2247 11.8935 -0.4283 0.50
H -0.5842 13.3266 -0.9058 0.02
C 10.7601 -5.3078 -8.4404 -1.54
Cl 10.8431 -5.4476 -10.2048 0.54
Cl 9.4867 -6.3558 -7.7925 0.52
Cl 12.3247 -5.7058 -7.7105 0.52
H 10.5158 -4.2728 -8.1880 -0.05
C 11.6912 -3.0943 -12.9938 -1.56
Cl 12.3607 -3.3629 -14.6122 0.52
Cl 12.6447 -1.8837 -12.1192 0.51
Cl 9.9947 -2.5938 -13.0976 0.51
H 11.7392 -4.0358 -12.4406 -0.04
C -5.3701 -6.8528 9.4466 -1.52
Cl -5.5752 -7.8247 10.9139 0.52
Cl -6.9321 -6.2263 8.8921 0.47
Cl -4.2336 -5.5243 9.7342 0.51
H -4.9587 -7.4944 8.6632 0.02
C 2.5951 -11.2852 -7.3479 -1.55
Cl 2.3999 -13.0460 -7.3834 0.52
Cl 4.0727 -10.8406 -6.4767 0.50
Cl 2.6218 -10.6290 -8.9934 0.52
H 1.7409 -10.8546 -6.8192 -0.02
C 2.7102 13.8066 3.1748 -1.54
Cl 0.9497 13.6724 3.0254 0.50
Cl 3.4430 12.2038 3.3578 0.51
Cl 3.3914 14.6455 1.7707 0.51
H 2.9362 14.3928 4.0692 0.02
C -3.1086 -2.7892 -6.5223 -1.50
Cl -1.8354 -3.4557 -7.5589 0.55
Cl -2.6013 -2.8065 -4.8247 0.53
Cl -3.5265 -1.1440 -7.0300 0.53
H -3.9978 -3.4168 -6.6224 0.02

# 2
161
Properties=species:S:1:pos:R:3:lowdin_charge:R:1 method="wB97M-V/def2-TZVPD" orbital_gap_ev=7.10 total_charge=+1 relative_energy_kj_mol=0.0
C 6.5925 -1.2269 1.8000 0.00
C 5.6047 -0.2541 1.1460 -0.51
O 5.9317 0.4558 0.2252 0.09
N 4.2911 -0.2185 1.7290 0.02
C 3.4501 -1.2545 1.0761 -0.19
C 2.0881 -1.3584 1.8079 -0.17
C 0.8707 -1.1352 0.8605 -0.17
C -0.3911 -1.8566 1.3722 -0.13
N -1.5843 -1.7094 0.5130 0.04
C -1.5127 -2.0546 -0.7923 -0.31
N -1.2466 -3.2126 -1.3491 -0.07
C -0.9587 -4.4066 -0.5375 -0.17
C 0.5678 -4.6351 -0.3572 -0.73
O 0.9703 -5.2521 0.5786 0.05
Br 1.8842 -3.8947 -1.6060 0.82
P -1.2423 -3.4127 -3.1141 0.18
O -0.5468 -4.8198 -3.4503 -0.25
O -0.3215 -2.3182 -3.8139 -0.19
S -3.0567 -3.4812 -3.7179 0.37
N -1.8194 -0.9671 -1.6290 0.14
C -1.8127 0.1884 -0.6877 -0.26
C -2.4008 1.4528 -1.3235 -0.16
C -1.2750 1.9977 -2.2615 -0.16
C -0.3694 2.9739 -1.4682 -0.28
N 1.0470 2.6792 -1.6477 -0.04
C 1.8192 3.8970 -1.9367 -0.17
C 2.1215 4.6737 -0.6456 -0.23
C 1.1647 5.4331 0.0228 -0.07
C 1.5160 6.1074 1.1795 -0.09
C 2.8088 6.0073 1.6402 -0.09
C 3.7694 5.2769 0.9789 -0.06
C 3.4422 4.5970 -0.1840 -0.43
O 4.3277 3.8149 -0.8704 0.00
C -2.3910 -0.4496 0.6137 -0.30
C -2.0027 0.6057 1.6726 0.01
C -2.5509 0.3909 3.0853 -0.45
O -3.6306 0.8368 3.3676 0.13
O -1.8512 -0.3451 4.0465 0.00
C -1.2332 0.4726 5.0249 -0.44
C 0.2423 0.7592 4.7592 0.05
O -1.8315 0.8578 5.9836 0.16
C -3.8763 -0.8217 0.6360 -0.54
Cl -5.0796 -0.1250 -0.4571 0.77
C -4.3927 -1.7061 1.4914 -0.67
C -5.8744 -2.0444 1.5319 -0.13
Cl -3.4217 -2.5588 2.6560 0.76
H 6.5679 -2.2021 1.2992 0.08
H 7.5869 -0.7804 1.7823 0.08
H 6.2713 -1.3960 2.8335 0.07
H 3.8671 0.6778 1.4903 0.12
H 3.9743 -2.2058 1.2418 0.12
H 3.3694 -1.1028 -0.0108 0.12
H 2.0510 -0.5783 2.5774 0.10
H 1.9974 -2.3489 2.2627 0.05
H 1.1822 -1.5173 -0.1259 0.07
H 0.7669 -0.0489 0.7500 0.11
H -0.1422 -2.9262 1.3993 0.09
H -0.5646 -1.5854 2.4179 0.10
H -1.3566 -4.2931 0.4764 0.12
H -1.3957 -5.3500 -0.9592 -0.01
H -1.0838 -5.5236 -3.0545 -0.01
H 0.1913 -1.8788 -3.1107 0.06
H -2.7973 -1.0641 -1.9377 0.12
H -0.7381 0.4182 -0.6509 0.13
H -3.2299 1.1622 -1.9864 0.08
H -2.8136 2.1971 -0.6389 0.11
H -0.7165 1.1060 -2.5841 0.07
H -1.7193 2.4384 -3.1607 0.10
H -0.5878 4.0114 -1.7266 0.01
H -0.6052 2.8258 -0.3969 0.10
H 1.1799 2.0039 -2.3906 0.07
H 2.7326 3.6097 -2.4598 0.12
H 1.2537 4.5549 -2.6258 0.12
H 0.1269 5.5031 -0.3260 0.01
H 0.7857 6.7083 1.7146 0.11
H 3.0897 6.5259 2.5555 0.11
H 4.7830 5.1813 1.3716 0.03
H 5.0001 4.3683 -1.2935 0.06
H -0.9167 0.7465 1.7666 0.13
H -2.3892 1.5806 1.3630 0.13
H 0.2948 1.5842 4.0376 0.10
H 0.7927 0.9429 5.6793 0.10
H 0.6330 -0.1383 4.2580 0.06
H -6.4053 -1.1889 1.9725 0.09
H -6.2777 -2.2575 0.5423 0.07
H -6.0291 -2.8825 2.2183 0.06
C -3.5838 -6.9786 0.4669 -0.97
Cl -2.9731 -6.6176 -1.1587 0.55
Cl -4.3384 -5.5602 1.1957 0.55
H -4.3154 -7.7717 0.3927 -0.04
H -2.7516 -7.2946 1.0882 0.03
C -3.2112 6.4206 -1.7530 -0.97
Cl -2.8262 6.4263 -3.4755 0.50
Cl -2.0737 5.4081 -0.8541 0.65
H -3.1658 7.4394 -1.3847 0.03
H -4.2069 6.0160 -1.6084 -0.03
C -4.1332 -10.5795 -1.4169 -0.97
Cl -4.9195 -9.0240 -1.7121 0.54
Cl -3.4946 -10.6745 0.2301 0.52
H -4.8595 -11.3717 -1.5585 0.03
H -3.3143 -10.6965 -2.1181 0.02
C -3.2148 3.7687 5.4300 -1.03
Cl -2.7083 4.0550 3.7559 0.51
Cl -3.8212 5.2492 6.1753 0.53
H -4.0032 3.0236 5.4347 -0.01
H -2.3645 3.4117 5.9987 0.01
C 0.0641 -9.4970 -1.8356 -0.98
Cl -0.1698 -7.8793 -2.5197 0.55
Cl -0.2750 -9.5312 -0.1046 0.52
H -0.6064 -10.1871 -2.3353 0.02
H 1.0935 -9.7937 -2.0002 0.03
C 4.0942 7.1331 -3.5186 -0.95
Cl 3.7017 6.6205 -1.8636 0.74
Cl 5.3126 6.0847 -4.2534 0.51
H 3.1956 7.0932 -4.1243 0.03
H 4.4755 8.1482 -3.4864 0.03
C 0.9559 -0.5498 -6.3360 -1.04
Cl 2.6272 -0.4951 -6.8894 0.50
Cl 0.5943 0.7695 -5.2066 0.54
H 0.2986 -0.4634 -7.1945 0.03
H 0.7861 -1.4932 -5.8337 -0.04
C -6.6962 0.9686 5.3445 -1.04
Cl -6.9112 2.5802 4.6498 0.52
Cl -6.8608 0.9893 7.1030 0.52
H -7.4496 0.3074 4.9302 0.02
H -5.7035 0.6103 5.0892 0.00
C 1.8610 -4.0596 -8.5771 -0.99
Cl 1.8246 -2.4467 -9.3007 0.51
Cl 1.5547 -4.0196 -6.8322 0.52
H 1.0968 -4.6684 -9.0464 0.03
H 2.8393 -4.4947 -8.7471 0.03
C 7.5016 3.3826 2.5309 -0.99
Cl 6.9862 5.0595 2.3199 0.56
Cl 8.1221 3.0849 4.1604 0.55
H 6.6502 2.7332 2.3583 0.02
H 8.2851 3.1659 1.8131 0.02
C -0.3795 -3.8856 5.2506 -0.97
Cl 1.1437 -3.3897 4.5074 0.57
Cl -1.4995 -4.5601 4.0585 0.51
H -0.1738 -4.6398 6.0017 0.03
H -0.8426 -3.0187 5.7094 0.03
C -6.2523 3.5540 -3.2014 -1.03
Cl -4.6040 3.7142 -3.8070 0.52
Cl -6.6505 4.8116 -2.0217 0.54
H -6.9416 3.6259 -4.0345 -0.01
H -6.3434 2.5871 -2.7278 -0.05
C 9.1318 5.6551 -1.2162 -1.01
Cl 7.4204 6.0918 -1.1851 0.50
Cl 9.3522 3.9103 -1.3987 0.51
H 9.6055 6.1583 -2.0515 0.03
H 9.5881 5.9696 -0.2840 0.02
C -8.1449 0.3913 -5.0435 -0.99
Cl -8.8610 1.9692 -5.3817 0.54
Cl -7.4367 0.3286 -3.4202 0.53
H -8.9175 -0.3658 -5.1137 0.03
H -7.3647 0.1971 -5.7707 0.03
C 8.5323 0.5648 6.5406 -1.07
Cl 8.2658 -1.1265 6.0946 0.49
Cl 8.7323 0.7516 8.2858 0.51
H 9.4291 0.9193 6.0451 0.01
H 7.6765 1.1479 6.2220 -0.02

# 3
122
Properties=species:S:1:pos:R:3:lowdin_charge:R:1 method="wB97M-V/def2-TZVPD" orbital_gap_ev=5.97 total_charge=0 relative_energy_kj_mol=70.5
Ca -0.0431 -0.2895 0.2127 1.28
C -1.0707 3.4230 2.4780 -0.03
C -1.0721 2.0860 1.7836 -0.37
N 0.0816 1.3049 1.7420 -0.24
O 1.2609 2.0076 2.2028 -0.15
C -2.2196 1.6539 1.2008 -0.31
C -3.4444 2.5120 1.0766 -0.06
N -2.1660 0.4250 0.4266 -0.44
O -2.6229 0.6131 -0.8890 -0.36
H -0.0718 3.7020 2.7990 0.06
H -1.7334 3.4181 3.3478 0.08
H -1.4427 4.1977 1.8041 0.08
H 1.3459 1.7380 3.1257 0.05
H -3.8792 2.8019 2.0377 0.07
H -4.2004 1.9817 0.4984 0.05
H -3.2427 3.4392 0.5264 0.08
O 0.4552 -2.2090 1.6537 -0.17
C 0.5263 -2.6091 3.0297 -0.15
C 0.2557 -1.4144 3.9026 -0.28
C 1.2273 -0.8740 4.7313 -0.02
C 0.9069 0.2564 5.4705 -0.07
C -0.3600 0.7993 5.3472 -0.05
C -1.2693 0.1717 4.5051 -0.12
N -0.9746 -0.9195 3.8130 0.13
H 0.6965 -2.9767 1.1115 0.04
H 1.5323 -2.9970 3.2180 0.11
H -0.2048 -3.3945 3.2391 0.13
H 2.2168 -1.3102 4.7745 0.11
H 1.6404 0.7114 6.1238 0.11
H -0.6491 1.6871 5.8924 0.11
H -2.2679 0.5695 4.3646 0.11
C 4.2433 -5.6759 0.8314 -0.06
C 3.0210 -4.9176 1.3540 -0.38
C 1.9910 -5.8929 1.9126 -0.07
C 2.4806 -4.0014 0.2721 -0.20
C 1.3039 -4.2608 -0.4242 0.00
C 0.8660 -3.4350 -1.4621 -0.14
C -0.4014 -3.7752 -2.2058 -0.37
C -0.1473 -4.7723 -3.3378 -0.03
C -1.5124 -4.2838 -1.2879 -0.05
C 1.6341 -2.3255 -1.8411 -0.11
C 2.7822 -2.0040 -1.0894 -0.14
C 3.1771 -2.8444 -0.0565 0.02
C 3.6369 -0.7885 -1.4033 -0.37
C 5.0210 -1.1978 -1.9079 -0.04
C 3.7781 0.1428 -0.1975 -0.05
C 1.5166 -1.7473 -3.2390 -0.19
C 2.4468 -2.3638 -4.0890 -0.06
C 2.6415 -1.9533 -5.3911 -0.07
C 1.8910 -0.8880 -5.8669 -0.06
C 0.9482 -0.3021 -5.0454 -0.11
C 0.7042 -0.7063 -3.7244 -0.27
P -0.6279 0.1056 -2.6484 1.15
C -2.1975 -0.0685 -3.7203 -0.64
C -1.9982 -0.2071 -5.2365 -0.10
C -2.8904 -1.3538 -3.2485 -0.11
C -3.1769 1.0975 -3.5100 -0.09
C 0.0084 1.9042 -2.7392 -0.65
C -0.7935 2.7928 -1.7772 -0.09
C 1.4524 1.8957 -2.2288 -0.10
C 0.0182 2.5922 -4.1124 -0.08
H 4.6739 -6.3004 1.6152 0.08
H 5.0163 -4.9970 0.4712 0.08
H 3.9545 -6.3239 0.0011 0.09
H 3.3539 -4.2726 2.1761 0.13
H 1.6654 -6.6057 1.1530 0.08
H 1.1047 -5.3840 2.2964 0.07
H 2.4270 -6.4683 2.7296 0.08
H 0.7068 -5.1261 -0.1694 0.11
H -0.7408 -2.8442 -2.6493 0.08
H 0.2557 -5.7061 -2.9377 0.09
H 0.5560 -4.3832 -4.0732 0.07
H -1.0830 -5.0029 -3.8507 0.08
H -1.3614 -5.3311 -1.0169 0.08
H -2.4729 -4.2154 -1.8003 0.08
H -1.5872 -3.7039 -0.3650 0.07
H 4.0690 -2.5941 0.5092 0.13
H 3.1420 -0.2383 -2.2058 0.10
H 5.5533 -1.7852 -1.1568 0.08
H 5.6227 -0.3146 -2.1269 0.08
H 4.9498 -1.7948 -2.8171 0.07
H 4.3564 -0.3284 0.6004 0.08
H 2.8335 0.4546 0.2545 0.05
H 4.2945 1.0591 -0.4859 0.09
H 3.0355 -3.1830 -3.6920 0.13
H 3.3678 -2.4517 -6.0195 0.11
H 2.0256 -0.5213 -6.8764 0.11
H 0.3602 0.4971 -5.4621 0.07
H -1.3759 -1.0589 -5.5163 0.08
H -1.5976 0.6929 -5.7025 0.06
H -2.9901 -0.3714 -5.6657 0.09
H -2.3631 -2.2387 -3.6036 0.06
H -3.8939 -1.3867 -3.6831 0.09
H -2.9805 -1.3696 -2.1624 0.05
H -2.8071 2.0216 -3.9511 0.07
H -3.4162 1.2689 -2.4633 0.05
H -4.0958 0.8360 -4.0433 0.09
H -0.7721 2.4434 -0.7470 0.06
H -1.8420 2.8686 -2.0483 0.07
H -0.3413 3.7906 -1.8019 0.09
H 1.5457 1.5195 -1.2033 0.05
H 1.8172 2.9260 -2.1910 0.10
H 2.1214 1.3229 -2.8731 0.07
H -0.8948 2.4395 -4.6812 0.06
H 0.8653 2.2888 -4.7246 0.07
H 0.1212 3.6687 -3.9520 0.09
C -5.7084 -0.5857 -0.2735 -0.17
Si -4.7190 -0.8508 1.2827 0.50
C -4.9311 -2.6340 1.8358 -0.18
C -5.3591 0.2442 2.6580 -0.17
C -2.8587 -0.7462 0.9877 -0.24
H -6.7554 -0.8628 -0.1217 0.03
H -5.3065 -1.1902 -1.0882 0.02
H -5.6644 0.4553 -0.5941 0.02
H -5.9033 -2.7905 2.3075 0.03
H -4.1610 -2.9065 2.5620 0.03
H -4.8554 -3.3261 0.9942 0.03
H -6.2904 -0.1844 3.0374 0.03
H -5.5640 1.2591 2.3258 0.01
H -4.6548 0.2998 3.4909 0.02
H -2.6895 -1.5717 0.2724 0.07
H -2.3662 -1.0283 1.9266 0.06

Respective calculated total energy values: -744542.4643; -560436.0515; -91944.4818 eV.
Respective LUMO values: -0.136; -0.106; 0.013 Eh.